Entry from OMol25: a 2-piece molecular cluster, C22H26N2O10 overall (ωB97M-V/def2-TZVPD).

The geometry in XYZ format:
```
60
Properties=species:S:1:pos:R:3
O 0.7743 -0.5079 -2.7279
C 0.4790 0.6508 -2.4287
C -0.9098 1.0715 -2.2963
C -1.9904 0.2264 -2.5797
O -1.7905 -1.0675 -2.9478
C -3.2900 0.7085 -2.4977
C -3.5296 2.0265 -2.1369
O -4.8075 2.4923 -2.0724
C -2.4612 2.8649 -1.8363
C -1.1510 2.3952 -1.8976
O -0.1422 3.2684 -1.5658
C 1.1068 2.6709 -1.1654
C 2.1003 3.7768 -0.8317
C 3.0068 4.2925 -1.7786
C 3.9197 5.2921 -1.4259
C 3.9313 5.8009 -0.1310
O 4.8142 6.7752 0.2313
C 3.0303 5.3191 0.8233
O 3.0513 5.8422 2.0938
C 2.1225 4.3116 0.4712
C 1.5913 1.6850 -2.2447
O 2.8460 1.0613 -1.8930
H -0.8208 -1.2301 -2.9106
H -4.1203 0.0505 -2.7248
H -4.7994 3.4277 -1.8183
H -2.6252 3.8950 -1.5430
H 0.9393 2.0928 -0.2490
H 3.0267 3.9183 -2.7962
H 4.6281 5.6798 -2.1507
H 4.6338 6.9740 1.1689
H 2.3650 5.4258 2.6419
H 1.4254 3.9339 1.2116
H 1.7039 2.2098 -3.1972
H 2.9223 0.2041 -2.3588
C 1.7067 -4.6412 2.4389
N 1.0642 -3.6622 3.3174
C -0.1655 -3.1477 3.2066
O -0.5540 -2.3324 4.0344
C -1.0795 -3.5418 2.0375
N -2.4019 -3.9559 2.5414
C -3.1850 -4.9343 2.0888
C -2.6896 -5.8733 1.0052
O -4.3029 -5.0868 2.5523
C -1.2261 -2.3546 1.0696
C 0.1043 -1.8118 0.5522
O -1.9447 -2.7585 -0.0706
H 1.7721 -4.2534 1.4205
H 2.7167 -4.8523 2.7949
H 1.1379 -5.5732 2.4341
H 1.5859 -3.3324 4.1167
H -0.6230 -4.3593 1.4877
H -2.7809 -3.4206 3.3102
H -1.8306 -6.4276 1.3755
H -2.4162 -5.3114 0.1151
H -3.4873 -6.5705 0.7527
H -1.7654 -1.5460 1.5643
H 0.6476 -2.5945 0.0228
H -0.0938 -0.9904 -0.1329
H 0.7094 -1.4295 1.3731
H -2.8786 -2.7767 0.1559
```

Computed properties:
Kohn-Sham gap   8.688 eV
SMILES string   O=C1c2c(O)cc(O)cc2O[C@H](c2ccc(O)c(O)c2)[C@H]1O.CNC(=O)[C@@H](NC(C)=O)[C@@H](C)O
Largest force on an atom   0.0440 hartree/bohr